Entry 1:
DFT (ωB97M-V/def2-TZVPD) results for a molecular structure, C29H37N5PSV.

Element x y z (Å)
V (0.53922, -1.03909, 0.37363)
C (-3.09513, -3.48110, 0.33300)
C (-3.27865, -3.73530, 1.67830)
C (-2.37213, -3.22205, 2.60131)
C (-1.34066, -2.43833, 2.14996)
N (-1.17971, -2.14982, 0.83604)
C (-2.02561, -2.69648, -0.05214)
C (-0.24754, -1.90862, 3.03118)
C (-0.15342, -2.07968, 4.39205)
C (0.99633, -1.63590, 5.03963)
C (2.03511, -1.06803, 4.31921)
C (1.87695, -0.91012, 2.95782)
N (0.73592, -1.28124, 2.35765)
C (2.89193, -0.37275, 2.00754)
C (4.18576, -0.07071, 2.35650)
C (5.04887, 0.40924, 1.37963)
C (4.58594, 0.55304, 0.08609)
C (3.27895, 0.20349, -0.20261)
N (2.43362, -0.24395, 0.74077)
H (-3.75727, -3.89005, -0.41747)
H (-4.10560, -4.34898, 2.01276)
H (-2.47090, -3.45011, 3.65333)
H (-1.81124, -2.51126, -1.09567)
H (-0.94897, -2.55802, 4.94576)
H (1.09065, -1.76020, 6.11101)
H (2.94609, -0.75559, 4.80905)
H (4.52877, -0.21117, 3.37205)
H (6.07312, 0.65357, 1.62927)
H (5.22937, 0.90676, -0.70750)
H (2.88417, 0.24654, -1.21165)
C (-2.65030, 0.79303, 1.94905)
C (-1.81558, 1.90033, 1.29929)
C (-2.74148, 2.95654, 0.67129)
P (-0.47911, 1.29249, 0.18597)
C (0.82399, 2.58386, 0.33896)
C (0.48369, 4.03219, -0.02506)
C (1.35178, 2.57202, 1.78851)
C (-1.06328, 1.12203, -1.55503)
C (-1.02412, 2.34889, -2.46601)
C (-2.44022, 0.44780, -1.62636)
H (-3.37996, 1.24187, 2.62554)
H (-2.03728, 0.11145, 2.54379)
H (-3.20691, 0.21104, 1.21127)
H (-1.23833, 2.37510, 2.09759)
H (-3.53367, 2.48344, 0.09278)
H (-2.23266, 3.66822, 0.02770)
H (-3.22467, 3.52562, 1.46773)
H (1.61226, 2.23816, -0.33337)
H (-0.30928, 4.42498, 0.61024)
H (0.20755, 4.17737, -1.06500)
H (1.36857, 4.64368, 0.16664)
H (0.80757, 3.29987, 2.39217)
H (2.40371, 2.86119, 1.81262)
H (1.25630, 1.61067, 2.29279)
H (-0.32547, 0.41934, -1.95590)
H (-1.60544, 3.18069, -2.07247)
H (-1.46233, 2.07187, -3.42763)
H (-0.00754, 2.69258, -2.65821)
H (-3.23944, 1.17099, -1.47561)
H (-2.58555, -0.34858, -0.89792)
H (-2.57368, 0.01699, -2.62048)
C (-0.33125, -2.84183, -5.97704)
C (0.38943, -1.98653, -4.98007)
C (0.93088, -0.75190, -5.31179)
C (1.51914, -0.02432, -4.30150)
N (1.61081, -0.47759, -3.04499)
C (1.10342, -1.68940, -2.85048)
S (1.33150, -2.44113, -1.22156)
N (0.48212, -2.45871, -3.72644)
H (-0.17769, -2.49242, -6.99515)
H (-1.40159, -2.82444, -5.76338)
H (-0.00025, -3.87544, -5.89109)
H (0.89283, -0.37323, -6.32366)
H (1.93761, 0.95712, -4.49427)

Calculated values
HOMO energy (alpha / beta) in eV: -13.6 / -14.1
Total charge: +2
Total energy in Eh: -3084.19673
Spin multiplicity: 3
Orbital gap (alpha / beta) in eV: 6.47 / 7.21

Mulliken population analysis, charges in e, atoms 1 to 2: -0.480, -1.032

Entry 2:
DFT (ωB97M-V/def2-TZVPD) results for 11 unconnected molecules or ions with the total composition C7H32O13 in a non-equilibrium geometry.

Element x y z (Å)
C (-1.56091, -2.79948, 5.19263)
C (-2.14296, -2.40794, 3.85365)
C (-1.75960, -0.97161, 3.42212)
O (-1.46468, -1.12389, 2.04244)
C (-1.19858, -2.41672, 1.77854)
O (-0.71907, -2.81659, 0.76115)
O (-1.53831, -3.19056, 2.81335)
H (-2.08078, -2.25251, 5.98392)
H (-0.48973, -2.61733, 5.25040)
H (-1.71712, -3.85056, 5.44385)
H (-3.22211, -2.54925, 3.81733)
H (-0.90672, -0.57398, 3.97152)
H (-2.61506, -0.30880, 3.54156)
C (0.95864, 2.11217, -4.75684)
O (0.50632, 3.45499, -4.68449)
H (1.96726, 1.97472, -5.15519)
H (0.85641, 1.53606, -3.83792)
H (0.28451, 1.59283, -5.45543)
H (0.26790, 3.69743, -5.58121)
C (0.57131, -3.87485, -1.79638)
O (0.78433, -2.47891, -1.62226)
H (0.27244, -4.37643, -0.87716)
H (-0.19136, -4.08380, -2.54872)
H (1.50968, -4.33706, -2.11726)
H (0.70176, -2.27041, -0.68355)
C (0.34764, 0.50479, -0.43631)
O (1.60462, 1.04664, 0.03425)
H (0.13419, -0.43218, 0.05936)
H (-0.38183, 1.29770, -0.26463)
H (0.37246, 0.40730, -1.52580)
H (1.57533, 1.98102, -0.20797)
O (-2.63822, 1.27258, -1.45035)
H (-3.34631, 1.29133, -2.10171)
H (-2.21215, 0.40846, -1.57473)
O (-1.86814, -1.49316, -2.20727)
H (-1.72332, -1.14628, -3.09403)
H (-1.01512, -1.91125, -1.97272)
O (-2.25126, 3.86965, -0.34784)
H (-2.36516, 2.98185, -0.73483)
H (-1.64840, 3.74311, 0.38947)
O (3.53750, 3.31522, 1.92956)
H (2.78672, 3.09270, 1.37141)
H (4.30094, 2.97752, 1.45207)
O (1.41919, 0.80168, 3.20818)
H (0.75447, 1.47977, 3.36058)
H (1.40498, 0.66165, 2.25104)
O (3.45968, -1.31604, -0.81041)
H (2.83563, -0.57863, -0.79278)
H (3.24696, -1.79413, -1.61765)
O (1.53232, 3.95368, -0.88829)
H (1.06931, 4.77620, -1.07777)
H (1.99438, 3.74125, -1.70688)

Calculated values
Structure (SMILES): C[C@H]1COC(=O)O1.CO.CO.CO.O.O.O.O.O.O.O
HOMO energy in eV: -10.5
Total energy in Eh: -1263.99866
Orbital gap in eV: 10.80

Mulliken population analysis, charges in e, atoms 1 to 2: -1.449, 0.459

Entry 3:
DFT (ωB97M-V/def2-TZVPD) results for a molecular structure, C3H4O3 in a non-equilibrium geometry.

Element x y z (Å)
C (1.38091, 0.14532, 0.92651)
O (-0.02943, 0.00981, 0.73116)
C (-0.45515, 0.47733, -0.42437)
O (0.13077, 1.08744, -1.26543)
C (-1.67194, -1.00774, -1.08366)
O (-1.83460, 0.17265, -0.52825)
H (1.55385, -0.10178, 1.97229)
H (1.91267, -0.54980, 0.27158)
H (1.68474, 1.16918, 0.70525)
H (-2.67182, -1.40240, -1.30508)

Calculated values
HOMO energy in eV: -9.3
Total energy in Eh: -342.31176
Orbital gap in eV: 9.58

Mulliken population analysis, charges in e, atoms 1 to 2: -0.616, -0.253

Entry 4:
DFT (ωB97M-V/def2-TZVPD) results for a single C18H21ClN4O2 molecule in a non-equilibrium geometry.

Element x y z (Å)
O (1.58888, 2.38208, -0.06897)
C (0.19857, 2.14004, -0.15124)
C (-0.24060, 0.69825, -0.14125)
C (-0.12786, 0.05336, -1.57704)
C (1.11347, -0.77773, -2.00746)
O (1.56621, -1.52241, -0.78322)
C (2.99146, -1.41511, -0.39219)
C (3.38590, -2.63344, 0.45575)
C (3.88797, -3.82654, -0.10152)
C (4.34232, -4.88813, 0.74976)
C (4.17533, -4.75840, 2.14172)
C (3.64016, -3.58767, 2.70598)
C (3.15246, -2.58500, 1.86234)
C (-1.42820, -0.73799, -1.14070)
C (-1.66215, 0.26243, -0.15508)
N (-2.71612, 1.22170, -0.47520)
C (-3.30818, 1.54723, -1.83559)
N (-4.07744, 2.70496, -1.39924)
C (-4.05315, 3.00737, -0.06417)
C (-4.39808, 4.05105, 0.80455)
Cl (-5.22875, 5.31477, 0.03256)
N (-4.15407, 4.08199, 2.14911)
C (-3.33622, 3.16246, 2.62411)
N (-2.78241, 2.21916, 1.82003)
C (-3.15779, 2.14363, 0.48701)
H (1.91535, 3.26502, -0.24171)
H (-0.29659, 2.73031, 0.64328)
H (-0.01759, 2.69717, -1.04502)
H (0.50088, 0.15085, 0.55985)
H (-0.31158, 0.85860, -2.33782)
H (1.87454, -0.15963, -2.56262)
H (0.87668, -1.69351, -2.61136)
H (3.70768, -1.30926, -1.18894)
H (2.97433, -0.40751, 0.22812)
H (3.92586, -4.04882, -1.10911)
H (4.55387, -5.86507, 0.14252)
H (4.35633, -5.69770, 2.70259)
H (3.56305, -3.48959, 3.77008)
H (2.67610, -1.75967, 2.41147)
H (-1.42848, -1.69762, -0.69222)
H (-2.23250, -0.85430, -1.90853)
H (-1.91426, -0.15143, 0.84226)
H (-4.16031, 0.84636, -2.14688)
H (-2.63684, 1.58584, -2.67314)
H (-4.18589, 3.45416, -2.02774)
H (-3.11241, 3.28773, 3.70484)

Calculated values
Structure (SMILES): OC[C@@H]1[C@@H](COCc2ccccc2)C[C@@H]1N1CNc2c(Cl)ncnc21
HOMO energy in eV: -7.9
Total energy in Eh: -1528.03113
Orbital gap in eV: 8.39

Mulliken population analysis, charges in e, atoms 1 to 2: -0.549, -0.880

Entry 5:
DFT (ωB97M-V/def2-TZVPD) results for 2 unconnected molecules or ions with the total composition C7H7Cl2NO in a non-equilibrium geometry.

Element x y z (Å)
C (-1.74732, -1.50358, -0.12113)
C (-1.55404, -0.08262, 0.41970)
O (-2.37615, 0.69711, 0.83986)
C (-0.08313, 0.22696, 0.51434)
C (0.40584, 0.77054, 1.68547)
C (1.78662, 1.02601, 1.82073)
C (2.53991, 0.85360, 0.70459)
C (2.05557, 0.06363, -0.30001)
N (0.79946, -0.26260, -0.41233)
H (-2.64719, -1.43097, -0.74505)
H (-2.21997, -2.30380, 0.58361)
H (-0.81582, -1.74891, -0.57560)
H (-0.30238, 1.11297, 2.29181)
H (2.24824, 1.12276, 2.84024)
H (3.61177, 1.12781, 0.62038)
H (2.70802, -0.33270, -1.14545)
Cl (-1.14109, 2.17139, -4.01823)
Cl (-1.30914, 0.94138, -2.50165)

Calculated values
Structure (SMILES): CC(=O)c1ccccn1.ClCl
HOMO energy in eV: -9.7
Total energy in Eh: -1321.23312
Orbital gap in eV: 9.07

Mulliken population analysis, charges in e, atoms 1 to 2: -0.926, 0.212

Entry 6:
DFT (ωB97M-V/def2-TZVPD) results for 2 unconnected molecules or ions with the total composition CH2N5O2 in a non-equilibrium geometry.

Element x y z (Å)
C (0.19669, 1.84880, 0.15228)
N (0.05359, 2.99786, 0.02219)
N (-2.68631, -0.59823, -0.91211)
N (1.18550, -0.21835, 0.54692)
N (0.13036, 0.58663, 0.38677)
N (-2.15945, -1.04217, -0.04183)
O (1.78499, -0.75245, -0.84113)
O (-1.74290, -1.61746, 0.86515)
H (2.03144, 0.29298, 0.84130)
H (1.20609, -1.49761, -1.01955)

Calculated values
HOMO energy in eV: -3.5
Total charge: -1
Total energy in Eh: -463.44864
Orbital gap in eV: 7.44

Mulliken population analysis, charges in e, atoms 1 to 2: 0.272, -0.629

Entry 7:
DFT (ωB97M-V/def2-TZVPD) results for a single C11H8FN molecule in a non-equilibrium geometry.

Element x y z (Å)
N (-1.47103, 1.71191, 1.45416)
C (-2.14014, 1.18270, 0.67237)
C (-2.79014, 0.24565, -0.19161)
F (-3.82610, 0.74902, -0.91189)
C (-2.40950, -1.06397, -0.23999)
C (-1.43709, -1.82026, 0.55762)
C (-0.17231, -1.51368, 0.76878)
C (0.63221, -0.48134, 0.14355)
C (1.26724, 0.34082, 1.07712)
C (2.13895, 1.37364, 0.67698)
C (2.37544, 1.41795, -0.68452)
C (1.84331, 0.59189, -1.59733)
C (0.97265, -0.40880, -1.20643)
H (-3.02314, -1.75218, -0.88675)
H (-1.75420, -2.60663, 1.08283)
H (0.28345, -2.16343, 1.45746)
H (0.99676, 0.24988, 2.18928)
H (2.74716, 2.10164, 1.21299)
H (2.99508, 2.07376, -1.19046)
H (2.21798, 0.82887, -2.53846)
H (0.55342, -1.05745, -1.84567)

Calculated values
Structure (SMILES): N#C/C(F)=C\C=C/c1ccccc1
HOMO energy in eV: -9.0
Total energy in Eh: -578.48214
Orbital gap in eV: 9.15

Mulliken population analysis, charges in e, atoms 1 to 2: -0.396, 0.279

Entry 8:
DFT (ωB97M-V/def2-TZVPD) results for a gas-phase ion, C4H8N3S (charge +1) in a non-equilibrium geometry.

Element x y z (Å)
C (1.40567, 0.79544, -2.09612)
S (0.64314, 1.74779, -0.76711)
C (-0.11783, 0.57950, 0.16411)
N (1.01872, -0.72707, 0.57030)
C (-0.22311, -0.88388, -0.05588)
N (-1.35085, -1.19821, 0.86200)
C (-1.54289, -0.14811, 1.68294)
N (-0.99482, 0.95443, 1.23369)
H (0.62761, 0.32908, -2.57707)
H (2.06401, 0.16866, -1.71300)
H (2.07769, 1.49972, -2.68664)
H (1.27908, -1.35322, 1.34609)
H (-0.00990, -1.38874, -1.00040)
H (-1.99598, -1.94540, 0.74059)
H (-2.18612, -0.24305, 2.63310)
H (-0.69442, 1.81307, 1.66338)

Calculated values
Structure (SMILES): CS[C@]12N[C@H]1NC=[NH+]2
HOMO energy in eV: -12.6
Total charge: +1
Total energy in Eh: -719.30443
Orbital gap in eV: 8.10

Mulliken population analysis, charges in e, atoms 1 to 2: -0.907, -0.070